(1)
A structure of composition C17H27FNO2P2Zr at a distorted geometry. Source: the Open Molecules 2025 dataset; level of theory: ωB97M-V with the def2-TZVPD basis set.

Total charge ... +3
Orbital gap ... 5.673 eV
2S+1 ... 1

Last column: natural (NBO) charge in e.
Geometry (Å):
H: -2.16 1.81 0.58  0.257
H: 2.43 2.95 -3.05  0.270
H: -2.85 -4.55 -5.00  0.463
P: -3.12 -0.05 -0.66  1.317
H: 3.20 -1.62 -2.40  0.267
O: -1.37 -1.35 0.15  -1.170
H: -1.66 -0.85 -2.37  0.280
C: -0.87 2.17 -3.11  -0.208
N: 0.36 0.73 -1.63  -0.666
H: 3.60 0.98 -2.03  0.307
C: 1.49 2.44 -2.85  -0.223
C: 2.83 1.06 -1.25  -0.759
C: 4.46 -0.07 0.81  -0.905
C: -0.83 1.09 -2.24  0.255
H: -2.71 0.38 -2.98  0.295
H: 3.71 -2.67 -1.05  0.285
C: 0.30 2.84 -3.44  -0.042
H: -5.12 1.32 -0.93  0.268
Zr: 0.63 -0.37 0.25  2.249
O: -2.12 -5.19 -5.00  -0.909
H: -1.41 -2.32 0.17  0.519
H: 5.41 -0.22 0.27  0.289
H: -3.90 1.56 0.97  0.306
H: -4.89 0.11 -2.27  0.266
H: -3.46 -1.39 -0.26  0.070
H: -5.46 -0.43 -0.66  0.287
H: 0.39 4.81 1.72  0.282
C: -4.82 0.29 -1.19  -0.964
C: 0.98 2.82 1.09  -0.172
C: 1.51 1.40 -1.93  0.276
C: 3.77 -1.65 -1.47  -0.929
C: -0.37 3.27 3.03  0.472
H: 0.28 3.66 -4.16  0.282
C: -2.94 1.05 0.76  -0.961
C: -0.44 1.93 3.36  -0.242
H: 4.83 -1.39 -1.66  0.291
F: -0.96 4.18 3.87  -0.270
H: -0.95 1.60 4.27  0.283
H: 1.57 3.17 0.24  0.227
H: 4.43 -0.73 1.68  0.286
C: 0.33 3.75 1.92  -0.224
H: 4.38 0.97 1.15  0.277
H: 0.26 -0.04 2.85  0.238
H: 3.14 1.91 -0.62  0.292
P: 3.06 -0.51 -0.27  0.758
H: -1.44 -4.78 -4.49  0.447
H: -2.66 0.44 1.63  0.282
H: -1.84 2.43 -3.56  0.270
C: -2.01 0.12 -2.15  -0.735
C: 0.21 1.00 2.53  -0.250
C: 0.87 1.45 1.36  -0.588

=====

(2)
A cluster of 10 separate species, C27H63ClN9O9 in total at a distorted geometry. Source: the Open Molecules 2025 dataset; level of theory: ωB97M-V with the def2-TZVPD basis set.

Total charge ... -1
Orbital gap ... 8.569 eV
2S+1 ... 1

Last column: Mulliken charge in e.
Geometry (Å):
C: -4.00 -0.45 -2.05  -0.695
H: 1.38 3.68 -0.24  0.336
H: -0.80 -3.41 0.73  -0.213
H: -3.84 4.51 -4.50  0.286
O: -2.10 -3.79 -4.61  -0.656
C: 2.74 1.42 4.39  -0.585
H: -0.02 1.35 2.11  -0.205
H: 1.99 2.09 0.35  -0.172
C: -0.47 2.30 2.39  -0.339
H: 3.39 1.83 3.61  0.255
H: 5.69 4.17 1.73  0.310
H: -5.03 -1.73 1.97  0.319
O: -2.47 -5.96 -0.14  -0.748
H: -2.93 1.82 -1.21  0.042
C: -0.33 -1.64 -3.48  -0.997
H: 2.11 -0.26 -1.79  -0.185
H: -2.91 -0.37 -2.03  -0.101
N: -1.44 -1.59 -4.44  0.122
H: 3.51 -0.38 -0.80  0.112
H: 1.94 3.14 5.38  0.215
H: 0.40 -4.72 2.29  0.318
C: 3.73 2.77 6.28  0.723
C: -0.44 -1.97 4.34  -0.795
C: -1.39 2.89 1.34  0.589
H: 0.31 3.04 2.53  0.239
H: 1.38 -2.36 -0.63  -0.268
H: 0.08 1.18 -4.31  0.446
H: -2.92 -0.96 0.16  -0.488
H: -1.78 -0.68 -4.71  0.139
H: 2.86 -0.24 1.77  0.381
C: -1.74 2.27 -4.23  0.547
C: 3.07 -0.78 -1.71  -0.389
H: -3.38 -3.35 -0.98  0.162
H: -4.50 0.39 -2.52  0.351
C: -4.30 -0.97 1.69  -0.873
O: 4.76 2.16 6.21  -0.626
H: -2.58 -4.48 -2.11  0.322
H: -4.50 0.04 2.04  0.361
H: -3.31 -1.56 -6.45  0.356
O: -2.53 1.32 -4.47  -0.678
H: 3.52 -1.52 2.94  0.384
O: -2.02 3.92 1.54  -0.751
O: 4.57 1.69 0.46  -0.553
H: 2.24 2.60 -1.29  0.244
H: -3.92 -1.27 -4.85  0.238
H: -1.89 3.09 -1.65  0.378
C: -2.43 2.70 -0.79  -1.002
H: -0.17 -2.68 -3.18  0.406
H: -3.54 3.25 -5.72  0.300
H: 1.74 -4.55 -0.04  0.204
H: 1.06 -4.59 -1.71  0.264
H: 2.79 -4.88 -1.39  0.354
H: -0.42 -6.22 1.71  0.334
H: -1.15 2.09 3.22  0.394
H: -3.45 -1.16 2.35  0.101
H: -1.12 1.28 0.13  -0.371
H: -0.99 -1.69 3.44  -0.052
C: -3.10 4.09 -5.18  -0.920
C: -0.41 1.91 -3.66  -0.917
H: 1.83 1.05 3.93  -0.016
H: -2.76 4.91 -5.82  0.340
H: 4.44 4.36 7.61  0.305
C: 1.92 -4.30 -1.09  -0.899
C: 2.77 -1.24 2.20  -1.200
H: 0.62 -1.43 -3.98  0.480
Cl: -0.72 -1.07 0.42  -1.122
N: 2.73 2.50 5.45  -0.147
C: -0.50 -5.14 1.84  -1.091
N: 3.48 3.63 -0.03  -0.145
H: -1.20 4.21 -4.17  0.255
C: 1.06 -1.80 4.03  0.794
H: 2.96 3.49 8.01  0.272
N: -1.95 3.59 -4.44  -0.125
H: 3.67 -0.35 -2.51  0.468
H: 3.34 0.58 4.73  0.358
O: -5.95 -0.67 -0.48  -0.757
H: -1.72 -3.11 -1.41  -0.360
H: 2.90 -1.96 1.39  0.256
N: 2.04 -2.87 -1.20  0.424
C: -3.49 -2.04 -5.49  -1.213
O: 4.11 -2.84 -2.10  -0.706
C: -4.74 -0.64 -0.67  0.615
N: -1.03 -4.39 0.68  0.593
C: 5.84 3.72 0.75  -1.247
N: 1.45 -1.44 2.76  0.913
C: -1.99 -4.82 -0.16  0.495
C: 2.20 2.97 -0.26  -0.357
H: 2.90 4.73 6.78  0.334
H: 6.04 4.60 0.13  0.400
H: -4.26 -1.36 -2.60  0.463
N: -3.92 -0.94 0.30  0.624
H: 0.30 2.72 -3.83  0.447
H: -0.27 1.45 -2.68  -0.024
N: -1.52 2.20 0.24  0.752
H: 3.48 4.63 0.07  0.255
C: 3.52 3.93 7.20  -1.117
H: -0.76 -1.30 5.14  0.315
H: 6.71 3.07 0.68  0.300
H: -0.75 -2.98 4.58  0.293
O: 1.84 -1.92 4.96  -0.698
H: -3.27 3.31 -0.47  0.380
C: -2.28 -2.61 -4.78  0.737
C: -2.46 -3.88 -1.21  0.068
C: 4.58 2.92 0.35  0.618
H: 0.66 -1.23 2.17  -0.699
H: -0.45 -1.04 -2.58  0.029
C: 3.12 -2.25 -1.75  0.667
H: -1.26 -4.93 2.59  0.376
H: -4.24 -2.84 -5.51  0.342

=====

(3)
A structure of composition C26H30BBr4F4N4O2PdSe2. Source: the Open Molecules 2025 dataset; level of theory: ωB97M-V with the def2-TZVPD basis set.

Total charge ... +1
Orbital gap ... 6.331 eV
2S+1 ... 1

Last column: Mulliken charge in e.
Geometry (Å):
H: 0.72 3.54 3.87  0.340
C: -2.60 -2.07 -2.60  -0.847
F: 1.74 -2.98 0.49  -0.611
H: 3.03 3.24 -3.35  0.325
C: 3.66 -3.45 5.16  0.376
C: 0.97 2.69 -3.62  -0.141
C: 2.16 3.61 -3.90  -0.584
C: -1.34 0.00 4.65  -0.605
H: 2.41 3.52 -4.96  0.365
C: 2.63 -2.66 4.76  -0.133
H: -2.82 -2.51 -5.33  0.333
N: -0.51 1.75 -1.89  0.679
F: -0.53 -3.47 0.50  -0.262
H: -2.24 -4.00 -4.59  0.360
H: -1.17 -1.20 -3.95  0.103
C: 1.09 2.64 4.36  -0.874
C: 0.64 2.62 -2.13  -1.414
H: -2.98 -3.07 -2.34  0.553
H: -1.81 4.26 -2.48  0.475
H: -0.63 -2.69 -3.19  0.192
Se: 0.68 1.30 1.38  -0.224
C: -0.10 0.90 3.05  -0.189
H: -1.43 -0.64 1.36  -0.121
N: -1.73 -0.02 -1.52  1.478
H: -5.65 2.38 -2.10  0.426
C: -0.48 0.44 -1.59  -0.349
H: 0.97 5.42 -4.02  0.277
F: 0.72 -3.80 2.39  -0.324
B: 0.69 -3.93 1.00  0.499
C: 2.65 -2.07 3.43  0.054
Pd: 1.38 -0.93 0.92  1.020
H: -3.45 -1.52 -3.02  0.396
C: -0.62 1.00 5.20  -0.466
Br: 6.20 -4.80 4.97  -0.089
H: 1.82 5.23 -2.47  0.267
C: -1.52 -1.04 2.37  -0.702
H: -1.17 -3.05 -5.61  0.404
H: 2.71 5.70 -3.91  0.394
H: 0.39 3.60 -1.72  0.398
H: 0.10 3.04 -4.17  0.355
C: 1.90 5.07 -3.55  -1.112
H: -2.05 -0.68 5.08  0.542
C: -2.61 1.02 -1.76  0.385
H: -2.94 -1.41 -0.56  0.405
C: -2.14 -1.42 -1.31  -1.084
H: -4.61 0.19 -1.60  0.488
H: 2.05 2.37 3.92  0.348
H: -1.30 -1.95 -0.88  0.163
C: -2.41 3.38 -2.29  -0.897
C: -1.84 2.15 -2.01  0.780
C: -3.79 3.43 -2.31  -0.737
F: 1.03 -5.17 0.57  -0.274
O: 1.72 -1.40 3.01  -0.041
H: -4.28 4.37 -2.53  0.429
C: 4.84 -3.71 4.30  0.285
N: 0.15 1.54 4.20  0.215
N: -1.01 -0.05 3.31  0.488
H: -0.59 1.37 6.21  0.464
C: -1.96 -2.98 -4.87  -1.498
H: 1.22 2.83 5.42  0.311
Br: 3.59 -4.25 6.84  -0.093
H: -2.57 -1.23 2.60  0.524
O: 3.94 -1.75 1.48  -0.552
C: 3.88 -2.32 2.54  0.541
Se: 1.10 -0.58 -1.41  -0.117
Br: 6.40 -3.43 1.94  -0.040
Br: 1.11 -2.32 5.79  -0.022
C: -4.00 1.07 -1.79  -1.033
C: -4.57 2.30 -2.06  -0.818
H: -0.94 -1.96 2.45  0.327
H: 1.48 2.22 -1.57  0.391
H: 1.19 1.68 -3.96  0.243
C: -1.50 -2.20 -3.64  0.160
C: 4.95 -3.18 3.07  -0.302

=====

(4)
A structure of composition BrCdH8O4 at a distorted geometry. Source: the Open Molecules 2025 dataset; level of theory: ωB97M-V with the def2-TZVPD basis set.

Total charge ... +1
Orbital gap ... 4.995 eV
2S+1 ... 1

Last column: natural (NBO) charge in e.
Geometry (Å):
H: 36.73 7.43 7.41  0.448
H: 37.83 5.39 8.38  0.469
H: 38.92 5.04 4.53  0.446
O: 36.80 8.34 7.73  -0.925
O: 39.88 5.02 4.50  -0.931
O: 33.27 4.17 4.87  -0.954
H: 36.04 8.46 8.32  0.474
H: 40.14 4.32 5.12  0.483
H: 32.73 4.30 5.66  0.486
H: 34.15 3.96 5.20  0.469
Cd: 35.44 6.72 2.85  1.488
O: 38.62 5.55 7.85  -0.910
H: 38.33 5.67 6.94  0.445
Br: 36.40 5.71 4.95  -0.487

=====

So what do the calculations give for energy relative to the best compared isomer or geometry (same formula, charge and spin)? Going down the list: 0.0 0.0 0.0 6.5 kcal per mole.
So what do the calculations give for HOMO? Going down the list: -17.0789 -6.8237 -11.1625 -14.0761 eV.
So what do the calculations give for total energy? Going down the list: -1697.81077 -2696.98820 -17029.44399 -3047.16450 Ha.